ORCA calculation (wB97M-V/def2-TZVPD) on a 2-piece molecular cluster, CI2OS overall in a non-equilibrium geometry.

Results
**Highest occupied orbital energy (alpha / beta)**: -0.3258 / -0.3114 Ha
**Calculated total energy**: -1106.8337 Ha
**Orbital gap (alpha / beta)**: 7.44 / 6.08 eV
**Total charge**: 0
**Relative energy (zero: lowest compared OMol25 entry of this formula, charge and spin)**: 56.3 kcal/mol

Each line ends with the natural charge from an NBO analysis.
Positions of all 5 atoms, in Å:
C1 1.17191 0.20041 -0.06641  0.3588
O1 1.98854 0.98703 -0.07971  -0.4461
S1 -1.77832 1.26628 -0.63591  -0.2445
I1 1.11337 -1.77492 0.43113  0.1795
I2 -2.49551 -0.67880 0.35090  0.1523


ORCA calculation (wB97M-V/def2-TZVPD) on C19H12N3O4RuS5 as an isolated structure in a non-equilibrium geometry.

Results
**Highest occupied orbital energy (alpha / beta)**: -0.2613 / -0.2713 Ha
**2S+1**: 2
**Calculated total energy**: -3282.2906 Ha
**Orbital gap (alpha / beta)**: 5.93 / 5.81 eV
**Total charge**: 0
**Relative energy (zero: lowest compared OMol25 entry of this formula, charge and spin)**: 10.1 kcal/mol
**<S²>**: 0.761

Each line ends with the Mulliken spin population.
Positions of all 44 atoms, in Å:
Ru1 0.26100 -0.46886 1.05753  0.6020
N1 0.16565 1.23451 2.33647  -0.0309
C1 -0.48126 2.37793 1.73413  0.0044
C2 -0.55975 3.59726 2.34057  0.0038
C3 -1.21382 4.67123 1.70083  -0.0003
C4 -1.77662 4.50615 0.46906  0.0010
C5 -1.70915 3.25301 -0.18291  -0.0021
C6 -2.24550 3.01343 -1.47012  0.0027
C7 -2.11751 1.78035 -2.03323  0.0001
C8 -1.46236 0.76238 -1.31129  0.0026
N2 -0.95862 0.94636 -0.11716  0.0063
C9 -1.06419 2.18114 0.46176  -0.0087
H1 -0.39737 0.89248 3.11829  0.0162
H2 1.08121 1.48161 2.70457  -0.0007
H3 -0.11427 3.73933 3.31767  -0.0005
H4 -1.26390 5.63006 2.19830  0.0000
H5 -2.27556 5.32879 -0.02722  -0.0001
H6 -2.74915 3.81768 -1.99214  0.0000
H7 -2.51072 1.56019 -3.01522  0.0000
H8 -1.36607 -0.23195 -1.72879  -0.0018
S1 1.12099 -2.30671 7.92549  0.0150
C10 0.93204 -2.04464 6.32342  0.0009
S2 -0.61869 -1.95658 5.54460  0.0015
C11 -0.04851 -1.58088 3.93777  0.0655
C12 1.29275 -1.45328 3.80344  -0.0330
S3 2.02293 -1.12309 2.26113  0.2579
S4 2.24607 -1.68630 5.24906  -0.0059
S5 -1.15540 -1.42902 2.60673  0.0930
O1 1.77916 0.21417 -0.39547  -0.0045
C13 1.95517 -0.28739 -1.50450  0.0014
C14 1.30317 -1.43168 -2.08152  -0.0013
C15 1.68833 -1.76418 -3.38944  -0.0015
C16 1.12350 -2.83263 -4.02527  0.0051
C17 0.16004 -3.62961 -3.38294  0.0001
C18 -0.22742 -3.33110 -2.11049  0.0051
C19 0.31948 -2.22036 -1.40165  -0.0051
O2 -0.10993 -1.99536 -0.21757  0.0098
N3 1.52662 -3.14893 -5.39159  -0.0002
O3 2.43490 -2.49871 -5.87604  0.0014
O4 1.09405 -4.17806 -5.87511  0.0005
H9 2.70938 0.18518 -2.15151  -0.0002
H10 2.43358 -1.17247 -3.90509  -0.0002
H11 -0.26060 -4.47206 -3.91284  0.0001
H12 -0.96364 -3.92939 -1.59171  0.0006


ORCA calculation (wB97M-V/def2-TZVPD) on C11H10N2O4Zn as an isolated structure in a non-equilibrium geometry.

Results
**Highest occupied orbital energy**: -0.5580 Ha
**Calculated total energy**: -2614.3178 Ha
**Orbital gap**: 6.33 eV
**Total charge**: +2
**Relative energy (zero: lowest compared OMol25 entry of this formula, charge and spin)**: 14.3 kcal/mol

Each line ends with the natural charge from an NBO analysis.
Positions of all 28 atoms, in Å:
Zn1 -0.02466 0.02409 -0.58887  1.5038
O1 0.22874 3.38039 -0.96463  -0.3623
C1 0.12364 2.35706 -0.47116  0.4552
C2 -0.14062 -2.27992 -0.71142  0.4497
O2 -0.19230 -3.34920 -1.11102  -0.3568
C3 2.40600 -0.08016 -0.77716  0.4448
O3 3.41393 -0.04492 -1.31078  -0.3610
C4 -2.44254 0.09026 -0.82130  0.4459
O4 -3.44058 0.08482 -1.37886  -0.3590
C5 0.02563 0.67318 -2.58249  -0.6099
H1 -0.87743 1.26390 -2.85959  0.2850
H2 0.98056 1.19252 -2.82290  0.2826
C6 -0.01834 -0.72084 -2.62672  -0.4929
H3 0.88829 -1.29764 -2.91406  0.2797
H4 -0.94463 -1.25033 -2.93588  0.2791
N1 -0.03424 -0.14319 5.72694  -0.7317
C7 -0.00921 -0.10729 4.36828  0.2603
C8 0.81559 -0.95443 3.61424  -0.2814
C9 0.80888 -0.89759 2.22884  0.0603
N2 -0.01649 -0.05808 1.55381  -0.7262
C10 -0.84843 0.76039 2.26098  0.0444
C11 -0.87195 0.74173 3.65493  -0.2681
H5 0.56566 -0.76522 6.24956  0.4202
H6 -0.63122 0.46508 6.27038  0.4217
H7 1.46319 -1.62019 4.15620  0.2488
H8 1.47757 -1.53456 1.65584  0.2084
H9 -1.52504 1.42333 1.70685  0.2110
H10 -1.51501 1.40963 4.21369  0.2484


ORCA calculation (wB97M-V/def2-TZVPD) on a 9-piece molecular cluster, C4H24NO9S overall in a non-equilibrium geometry.

Results
**Highest occupied orbital energy**: -0.1476 Ha
**Calculated total energy**: -1296.9476 Ha
**Orbital gap**: 6.50 eV
**Total charge**: -1
**Relative energy (zero: lowest compared OMol25 entry of this formula, charge and spin)**: 55.5 kcal/mol

Each line ends with the natural charge from an NBO analysis.
Positions of all 39 atoms, in Å:
C1 0.33589 1.58280 -0.44182  -0.2437
N1 0.91179 0.39845 0.20523  -0.6159
C2 1.74692 0.56015 1.27221  0.5427
O1 2.38944 -0.38608 1.72147  -0.6721
C3 -0.21229 1.38492 -1.81488  -0.4158
C4 -1.59294 0.57120 -1.86626  -0.5501
S1 -2.97497 1.22301 -1.06033  -0.5864
H1 -0.37383 2.02786 0.30194  0.2169
H2 1.11352 2.40616 -0.51282  0.1825
H3 0.82861 -0.48808 -0.26009  0.4186
H4 1.83487 1.56556 1.67191  0.1505
H5 -0.42953 2.37345 -2.34566  0.2111
H6 0.47855 0.78423 -2.43626  0.1841
H7 -1.67312 0.46732 -2.97049  0.1772
H8 -1.30201 -0.39892 -1.38455  0.1620
H9 -0.02856 0.60133 3.49459  0.4774
H10 -1.31913 1.62858 3.26323  0.5012
O2 -0.41539 1.46949 3.58547  -0.9977
H11 -3.05204 -0.67700 2.27462  0.4827
H12 -2.27542 -0.41689 3.53926  0.4691
O3 -2.81484 -1.09560 3.11920  -0.9543
H13 -0.17595 -3.57909 -1.50553  0.4905
H14 -0.41610 -3.56346 -3.02882  0.4819
O4 0.20833 -3.84831 -2.35623  -0.9651
H15 -3.36957 2.14042 1.98968  0.4879
H16 -2.40574 1.35470 0.99554  0.4984
O5 -2.50481 1.72393 1.93454  -1.0492
H17 1.84835 -1.93589 1.47826  0.5061
H18 2.44201 -3.12200 0.49479  0.4727
O6 1.66320 -2.72102 0.87260  -1.0263
H19 -1.15646 3.94940 0.95888  0.4556
H20 -1.51370 3.10149 2.08474  0.4819
O7 -0.91636 3.87546 1.89411  -0.9736
H21 2.10230 -1.31300 -4.12563  0.4609
H22 2.50486 -1.26450 -2.69325  0.4915
O8 2.89000 -1.30209 -3.57062  -0.9622
H23 1.90461 -3.50369 -1.47598  0.4987
H24 3.28805 -2.89907 -1.84703  0.4739
O9 2.43147 -2.67523 -1.45602  -0.9638


ORCA calculation (wB97M-V/def2-TZVPD) on a single CH2ClNO3S molecule in a non-equilibrium geometry.

Results
**Highest occupied orbital energy**: -0.3707 Ha
**Calculated total energy**: -1177.9529 Ha
**Orbital gap**: 9.43 eV
**Total charge**: 0
**Relative energy (zero: lowest compared OMol25 entry of this formula, charge and spin)**: 134.1 kcal/mol

Each line ends with the natural charge from an NBO analysis.
Positions of all 9 atoms, in Å:
C1 -0.75839 1.44440 0.09230  0.3617
N1 -0.99201 0.24957 -0.00499  -0.2270
O1 0.19168 -2.88673 0.95242  -0.9076
O2 0.17793 -0.55764 -0.18750  -0.6045
O3 0.24473 2.26302 0.05858  -0.4720
S1 -0.21547 -2.25830 -0.24789  1.3737
Cl1 1.86184 1.72920 -0.14884  0.2596
H1 -1.60267 2.16012 0.26916  0.1989
H2 1.09234 -2.14362 -0.78324  0.0174


ORCA calculation (wB97M-V/def2-TZVPD) on C13H18ClO4S4Se4Y as an isolated structure.

Results
**Highest occupied orbital energy**: -0.0694 Ha
**Calculated total energy**: -12504.4301 Ha
**Orbital gap**: 5.63 eV
**Total charge**: -2
**Relative energy (zero: lowest compared OMol25 entry of this formula, charge and spin)**: 2.2 kcal/mol

Each line ends with the natural charge from an NBO analysis.
Positions of all 45 atoms, in Å:
Y1 1.14422 1.07309 0.12119  1.7581
O1 4.16496 -0.90354 -1.38329  -1.0005
S1 3.01887 -0.10451 -1.74722  2.5812
O2 2.85058 0.12405 -3.16765  -1.0085
O3 1.73715 -0.71171 -1.15723  -1.1297
O4 3.03968 1.23923 -1.00005  -1.1120
Se1 2.08096 -0.08898 2.69633  -0.6018
Se2 0.83341 0.89207 4.42144  -0.1261
Se3 0.78008 3.12786 3.76915  -0.0893
Se4 -0.33742 3.02082 1.71392  -0.5965
C1 -1.75593 -4.53313 2.49265  -0.5393
C2 -1.83001 -5.24697 1.13782  -0.5518
S2 -1.74749 -4.24897 -0.36371  0.2071
C3 -0.07731 -3.56271 -0.31196  -0.5476
C4 0.18421 -2.42982 0.67275  -0.5435
S3 -0.93626 -1.02762 0.40501  0.2289
C5 -1.66129 -0.63751 2.03062  -0.5441
C6 -1.77934 -1.73358 3.07073  -0.5286
S4 -2.88788 -3.12625 2.68151  0.1595
H1 -0.74572 -4.18583 2.69386  0.2200
H2 -1.99226 -5.26337 3.26990  0.2079
H3 -2.79198 -5.75728 1.05124  0.2147
H4 -1.05754 -6.02133 1.11231  0.2052
H5 0.10551 -3.19614 -1.32344  0.2529
H6 0.63865 -4.36915 -0.13252  0.2119
H7 1.20239 -2.08151 0.51850  0.2820
H8 0.10661 -2.74740 1.70457  0.2129
H9 -2.64812 -0.24095 1.78646  0.2236
H10 -1.08529 0.17311 2.47749  0.2721
H11 -2.18004 -1.26710 3.97175  0.2336
H12 -0.80021 -2.12170 3.35084  0.2297
Cl1 1.57052 7.03111 -4.08667  -0.0897
C7 0.98060 5.54702 -3.34212  -0.0936
C8 1.51937 4.32598 -3.71583  -0.2369
C9 1.04453 3.16240 -3.13738  -0.2259
C10 0.01494 3.17771 -2.17416  0.0090
C11 -0.46216 1.94388 -1.54817  -0.9954
C12 -0.48176 4.44134 -1.80893  -0.2569
C13 -0.01276 5.61253 -2.38265  -0.1891
H13 2.31551 4.28475 -4.44826  0.2105
H14 1.49587 2.21377 -3.40985  0.2473
H15 -1.47070 2.04346 -1.13906  0.2079
H16 -0.42778 1.09997 -2.24572  0.2244
H17 -1.24631 4.50013 -1.04227  0.2094
H18 -0.41307 6.57275 -2.08187  0.1969